(1)
C6H8Cl2S as an isolated structure in a non-equilibrium geometry. Source: the Open Molecules 2025 dataset; level of theory: ωB97M-V/def2-TZVPD.

Its LUMO energy (spin up / spin down) is -0.68 / -0.68 eV. The energy is -42224.76784 eV. The value obtained for the energy above the lowest of the compared OMol25 structures with the same formula, charge and spin is 0.0 kcal/mol. Its highest occupied orbital energy (spin up / spin down) is -7.9 / -7.9 eV.

CARTESIAN COORDINATES (ANGSTROEM)
C -2.65732 -0.32142 -0.60661
C -1.39763 -0.63653 -0.38555
C 1.67415 1.43503 -0.36208
C 1.63074 -1.04456 -1.30619
C 2.91787 1.40592 0.40927
C -0.76051 -1.84807 -1.03682
S 0.34618 -1.46348 -2.36025
Cl 1.48004 2.60721 -1.50359
Cl 2.88653 -0.58058 -2.35094
H -3.06800 0.59150 -0.15439
H -3.43219 -0.79654 -1.17005
H -0.95351 -0.26215 0.49834
H 2.75029 0.85388 1.34035
H 3.56782 0.60011 -0.03793
H 3.36593 2.31358 0.60193
H -1.65613 -2.37487 -1.53716
H -0.38349 -2.56248 -0.30329

Cartesian forces (eV/Å) of the 2 atoms listed first:
C -0.89 1.83 0.60
C -0.42 -1.90 -0.15

***

(2)
The molecule C5H11NO. Source: the Open Molecules 2025 dataset; level of theory: ωB97M-V/def2-TZVPD.

As for the SMILES: CCN1C[C@H]1CO. Its LUMO energy is 1.10 eV. The energy is -8899.71104 eV. The value obtained for the energy above the lowest of the compared OMol25 structures with the same formula, charge and spin is 45.8 kcal/mol. Its highest occupied orbital energy is -9.5 eV.

CARTESIAN COORDINATES (ANGSTROEM)
C -1.88778 -0.58223 -0.86441
C -1.48769 -0.16642 0.54413
N -0.04641 -0.29324 0.67213
C 0.68741 0.62826 1.51724
C 0.76471 0.72369 0.03549
C 1.88300 0.16743 -0.83335
O 2.23596 -1.13182 -0.44337
H -2.97369 -0.61990 -0.98102
H -1.47962 -1.57278 -1.08880
H -1.48956 0.12299 -1.60345
H -1.81749 0.86751 0.74777
H -1.95611 -0.81913 1.29059
H 0.11515 1.41596 2.01186
H 1.49274 0.20084 2.11067
H 0.23315 1.57422 -0.39896
H 1.52146 0.19281 -1.87684
H 2.78255 0.79196 -0.78500
H 1.42220 -1.50018 -0.05467

Cartesian forces (eV/Å) of the 2 atoms listed first:
C -0.05 -0.03 -0.04
C -0.14 0.03 -0.02

***

(3)
The molecule C18H19F3N4O2 in a non-equilibrium geometry. Source: the Open Molecules 2025 dataset; level of theory: ωB97M-V/def2-TZVPD.

As for the SMILES: O=C1C=C[C@H](c2ccc(C(=O)NC3CCN(CC(F)(F)F)CC3)cn2)C=N1. Its LUMO energy is -0.34 eV. The energy is -37179.17998 eV. The value obtained for the energy above the lowest of the compared OMol25 structures with the same formula, charge and spin is 99.4 kcal/mol. Its highest occupied orbital energy is -8.7 eV.

CARTESIAN COORDINATES (ANGSTROEM)
O 1.66369 3.53820 -7.88643
C 1.16379 2.81194 -7.06870
C -0.29466 2.78847 -7.04747
C -0.99742 1.81734 -6.27251
C -0.18796 0.82827 -5.58292
C -0.48977 0.74380 -4.18946
C -0.43830 -0.45501 -3.52809
C -0.81785 -0.57127 -2.21515
C -1.12485 0.61721 -1.52269
C -1.35703 0.54969 -0.07970
O -2.16239 1.33195 0.46472
N -0.45292 -0.05600 0.81797
C -0.67738 -0.17852 2.23250
C 0.50372 0.52039 3.04409
C 0.38804 0.15716 4.54589
N 0.16718 -1.28791 4.73823
C 0.96355 -1.86320 5.83517
C 2.43505 -2.33836 5.77785
F 2.48472 -3.44277 5.11377
F 3.31864 -1.49492 5.11425
F 2.88059 -2.52676 7.03243
C -1.07369 -1.83645 4.11383
C -0.81157 -1.65362 2.66501
C -1.06877 1.83627 -2.20600
N -0.89254 1.79738 -3.52733
C 1.27948 0.93363 -5.82594
N 1.87385 1.77289 -6.60045
H -0.89804 3.50969 -7.57167
H -2.14154 1.94222 -6.00754
H -0.66315 -0.09077 -5.97913
H -0.11871 -1.25821 -4.10635
H -0.99345 -1.50770 -1.72353
H 0.17503 -0.63459 0.37646
H -1.64522 0.25246 2.51195
H 0.52343 1.62912 2.87690
H 1.41436 0.15656 2.57603
H -0.41679 0.59106 5.12830
H 1.24193 0.52759 5.13216
H 1.00148 -1.14495 6.62490
H 0.43067 -2.77017 6.17578
H -1.94380 -1.29279 4.40316
H -1.21221 -2.90271 4.20253
H 0.11326 -2.10786 2.42706
H -1.64403 -2.09348 2.06982
H -1.29565 2.75040 -1.69397
H 1.79722 0.10433 -5.36574

Cartesian forces (eV/Å) of the 2 atoms listed first:
O 1.19 1.57 -0.07
C -2.30 0.39 -3.74

***

(4)
An isolated ion of composition Br2NO3S and charge -1 in a non-equilibrium geometry. Source: the Open Molecules 2025 dataset; level of theory: ωB97M-V/def2-TZVPD.

As for the total charge: -1. Its LUMO energy is 1.91 eV. The energy is -158552.08897 eV. The value obtained for the energy above the lowest of the compared OMol25 structures with the same formula, charge and spin is 19.0 kcal/mol. Its highest occupied orbital energy is -5.7 eV.

CARTESIAN COORDINATES (ANGSTROEM)
N 0.21911 0.40267 1.22882
O 1.09896 -0.13072 -1.20109
O -1.30949 0.40272 -1.04059
O -0.28467 -1.61820 0.14967
S -0.13364 -0.24854 -0.43502
Br -0.23133 2.61599 1.47824
Br 1.93524 0.07104 1.43011

Cartesian forces (eV/Å) of the 2 atoms listed first:
N -2.60 1.94 -0.50
O -0.88 0.44 0.02

***

> Which value of energy does entry 1 give?

-42224.76784 eV